No. 1
{"formula": "C7H6N2O3", "method": "ωB97M-V/def2-TZVPD", "species": ["C", "C", "C", "C", "C", "C", "C", "N", "N", "O", "O", "O", "H", "H", "H", "H", "H", "H"], "xyz": [[-0.777069, -1.744253, -2.851181], [0.079170, -1.092340, -3.391234], [-0.315316, -0.572009, 1.407787], [0.338689, 0.530005, 1.785692], [0.759104, 0.689976, 3.191557], [-0.655487, -1.070691, 0.077514], [0.439984, 1.634162, 0.898272], [-2.065084, -3.034111, 0.067339], [-1.411454, -2.139302, 0.070496], [0.543223, -0.158259, 3.975723], [1.238776, 1.835432, 3.587892], [1.014879, 2.694298, 1.022977], [-1.576114, -2.419843, -2.542808], [0.883310, -0.537964, -3.864496], [-0.709496, -1.033291, 2.272239], [-0.174098, -0.798260, -0.830928], [-0.041718, 1.368069, 0.044090], [1.503898, 2.313363, 2.787382]], "forces_ev_per_angstrom": [[-0.2, -0.4, -0.8], [0.1, -0.1, 0.1], [-1.0, -0.4, -1.4], [1.2, 1.4, 0.3], [-1.1, 0.1, -0.6], [0.6, 0.9, 2.5], [1.7, -0.1, 0.8], [-0.7, -0.9, 0.0], [0.4, 0.6, -0.1], [-0.4, -2.6, 2.1], [1.1, 1.2, -0.2], [0.2, 0.5, 0.5], [0.7, 0.7, -0.2], [-0.6, -0.3, 0.4], [-0.2, -1.6, 0.6], [0.0, 0.1, -0.4], [-1.7, 0.0, -3.4], [-0.1, 0.9, -0.2]], "orbital_gap_ev": 8.291, "spin_multiplicity": 1}

---

No. 2
{"formula": "C7H6N2O4", "method": "ωB97M-V/def2-TZVPD", "species": ["C", "C", "C", "C", "C", "C", "C", "N", "N", "O", "O", "O", "O", "H", "H", "H", "H", "H", "H"], "xyz": [[0.783732, 2.566385, -0.540470], [0.828827, 1.749846, 0.565722], [-0.986003, 1.305596, -0.666552], [-2.347432, 0.079843, 1.454791], [0.011893, -0.372726, 2.684528], [0.016744, -2.431187, -0.270788], [-0.790210, 0.034965, 1.417263], [-0.285996, 2.235837, -1.384636], [-0.367329, 1.068458, 0.577660], [-2.991957, -0.636576, 0.715116], [1.101731, 0.182715, 2.927082], [-2.665732, 0.924530, 2.282819], [-0.588564, -1.238616, 3.379727], [1.689628, 3.190563, -0.769380], [1.402148, 1.866221, 1.577212], [-1.908301, 0.870053, -0.928210], [-0.788571, -1.974247, -0.789602], [-0.019225, -2.704866, 0.747893], [0.849553, -2.195992, -0.719282]], "forces_ev_per_angstrom": [[1.2, -0.8, -0.6], [-0.1, 1.7, 2.5], [3.1, 2.6, 0.7], [2.5, -0.5, 0.9], [-1.5, -0.5, 0.1], [-3.6, -0.4, 1.2], [-0.2, 0.0, 0.8], [-0.4, -0.9, 1.8], [0.3, -0.8, -2.2], [-1.5, -1.2, -1.5], [0.5, 0.2, -0.1], [-1.2, 1.3, 0.9], [0.6, 0.3, -0.5], [-1.4, -0.3, -0.3], [-1.0, -0.7, -2.4], [-0.7, -0.5, -0.2], [-1.2, 0.0, 0.2], [-0.2, -0.3, 0.8], [4.9, 0.9, -1.9]], "orbital_gap_ev": [5.582, 7.378], "spin_multiplicity": 1, "total_charge": -2}

---

No. 3
{"formula": "C7H6N2O4SYb", "method": "ωB97M-V/def2-TZVPD", "species": ["O", "C", "Yb", "O", "C", "C", "O", "C", "O", "S", "C", "N", "C", "C", "N", "H", "H", "H", "H", "H", "H"], "xyz": [[-0.353952, 3.202223, -2.467181], [-0.044075, 2.294459, -1.815784], [0.344751, 0.034282, -0.787111], [3.525224, 0.864660, -4.434475], [2.855461, 1.139497, -3.528829], [-0.520640, 0.185693, -3.160002], [-0.788080, 0.395713, -4.262960], [1.365544, -1.452928, -2.571381], [1.580376, -2.090158, -3.485640], [-1.759614, -1.305555, -0.469647], [-1.109416, -0.807376, 1.010999], [0.261846, -0.636497, 1.353531], [0.368982, -0.190034, 2.775901], [-1.085662, 0.075790, 3.167202], [-1.870886, -0.288606, 1.974172], [0.914908, -1.415569, 1.104214], [1.030452, 0.691048, 2.857428], [0.810744, -1.005894, 3.355939], [-1.223741, 1.137260, 3.391797], [-1.396236, -0.521290, 4.041862], [-2.905985, -0.306719, 1.949965]], "forces_ev_per_angstrom": [[1.6, -4.4, 3.3], [-1.6, 5.2, -3.0], [1.0, 0.9, -2.6], [-2.9, 1.3, 3.9], [2.7, -1.4, -3.8], [-1.7, 0.9, -5.4], [1.1, -1.0, 4.8], [1.0, -2.3, -2.3], [-0.5, 1.7, 2.5], [0.6, -0.2, -0.5], [-2.5, 0.6, 2.6], [0.6, -0.7, -0.7], [0.6, 0.1, 0.5], [-0.4, 0.4, 1.0], [1.3, -1.1, -0.5], [-0.9, -0.1, 0.8], [-0.4, -0.4, -0.1], [-0.1, 0.2, -0.1], [-0.2, -0.2, 0.0], [0.0, 0.3, -0.4], [0.7, 0.1, 0.0]], "orbital_gap_ev": [8.530, 6.962], "spin_multiplicity": 2, "total_charge": 3, "s_squared": 0.751}

---

No. 4
{"formula": "C7H6N3OS", "method": "ωB97M-V/def2-TZVPD", "species": ["C", "C", "C", "C", "C", "C", "C", "N", "N", "N", "O", "S", "H", "H", "H", "H", "H", "H"], "xyz": [[-1.684957, 0.334344, 0.032376], [-0.938230, 1.342013, 0.617978], [-1.040943, -0.733701, -0.536011], [0.447060, 1.336705, 0.553912], [0.377453, -0.811622, -0.486960], [1.051716, 0.275997, 0.111191], [5.026186, -0.218629, 0.162591], [3.354879, 0.959267, -0.316316], [2.948930, -1.079178, 0.656214], [2.496464, 0.214584, 0.082157], [4.340028, -1.124303, 0.755604], [6.300570, 0.435564, -0.380121], [-2.684903, 0.577714, -0.217895], [-1.337708, 2.227155, 1.087348], [-1.468259, -1.608993, -1.039619], [0.969624, 2.146896, 1.206341], [0.900680, -1.553944, -1.137131], [2.551732, -1.392933, 1.531723]], "forces_ev_per_angstrom": [[0.3, 1.2, -0.4], [0.4, 0.5, -0.3], [2.5, -1.8, -0.4], [-1.0, 4.5, 4.5], [-0.8, 0.4, -0.7], [1.5, -4.2, -2.8], [-1.2, 1.5, -0.7], [-0.7, -1.4, 0.7], [-0.4, -0.8, -1.4], [2.6, 0.3, 0.6], [0.2, 0.7, 0.0], [0.1, -0.7, 0.4], [-1.2, -0.4, 0.4], [-0.6, -0.1, -0.1], [-0.5, 0.8, 0.2], [-0.6, -1.4, -1.7], [-0.4, 0.5, 1.1], [-0.1, 0.5, 0.5]], "orbital_gap_ev": 9.003, "spin_multiplicity": 1, "total_charge": 1}

---

Table of ΔE to the lowest compared entry with this formula, charge and spin (eV), in record order: 5.140 2.985 1.618 2.876
Table of E_tot (Ha), in record order: -605.4056 -680.7011 -2236.5148 -907.5499